105
Properties=species:S:1:pos:R:3:lowdin_charge:R:1 method="wB97M-V/def2-TZVPD" gap_ev=7.693 homo_energy_ev=-7.797 spin_multiplicity=1 lumo_energy_ev=-0.10 e_above_lowest_ev=0.000
Sn 0.619 -0.432 0.111 1.445
N 3.619 7.175 0.975 0.100
C 2.884 6.015 1.148 -0.318
C 2.192 5.782 2.339 -0.022
C 1.497 4.604 2.529 -0.048
C 1.486 3.642 1.533 -0.300
C 2.173 3.857 0.347 -0.057
C 2.866 5.033 0.151 -0.025
S 0.604 2.143 1.784 0.594
O 1.604 1.045 1.576 -0.465
O 0.034 2.188 3.097 -0.305
N -0.387 1.863 0.575 -0.202
C -1.356 2.757 0.228 -0.461
N -1.518 3.880 0.938 0.137
C -2.431 4.733 0.497 -0.126
C -3.200 4.499 -0.629 -0.061
C -2.970 3.293 -1.273 -0.137
N -2.066 2.420 -0.862 0.123
H 3.368 7.954 1.560 0.090
H 3.824 7.437 0.025 0.090
H 2.204 6.534 3.119 0.112
H 0.945 4.425 3.442 0.116
H 2.169 3.094 -0.419 0.097
H 3.412 5.196 -0.770 0.111
H -2.551 5.643 1.076 0.109
H -3.939 5.205 -0.977 0.094
H -3.534 3.012 -2.158 0.109
O 2.840 -3.343 -2.037 -0.293
S 2.030 -2.156 -2.032 0.421
O 2.542 -1.098 -1.102 -0.473
O 0.605 -2.357 -1.775 -0.430
C 2.135 -1.423 -3.648 -0.264
C 3.088 -1.923 -4.521 -0.048
C 3.234 -1.360 -5.781 -0.065
C 2.430 -0.296 -6.154 -0.067
C 1.474 0.197 -5.275 -0.074
C 1.299 -0.360 -4.011 -0.322
P 0.007 0.283 -2.867 1.067
C -1.498 -0.594 -3.407 -0.365
C -1.526 -1.504 -4.459 -0.069
C -2.717 -2.124 -4.815 -0.081
C -3.888 -1.836 -4.129 -0.097
C -3.862 -0.938 -3.069 -0.088
C -2.671 -0.329 -2.700 -0.109
C -0.262 1.971 -3.514 -0.385
C -1.282 2.315 -4.398 -0.093
C -1.460 3.638 -4.779 -0.082
C -0.624 4.628 -4.284 -0.086
C 0.402 4.292 -3.411 -0.074
C 0.576 2.971 -3.030 -0.102
H 3.703 -2.751 -4.200 0.111
H 3.976 -1.753 -6.464 0.107
H 2.539 0.154 -7.132 0.106
H 0.854 1.029 -5.582 0.103
H -0.621 -1.736 -5.004 0.106
H -2.727 -2.832 -5.634 0.104
H -4.816 -2.316 -4.412 0.103
H -4.769 -0.717 -2.521 0.106
H -2.646 0.378 -1.875 0.079
H -1.948 1.551 -4.778 0.106
H -2.258 3.896 -5.463 0.103
H -0.771 5.660 -4.576 0.101
H 1.055 5.059 -3.015 0.100
H 1.371 2.705 -2.341 0.086
Br -1.047 0.204 5.532 0.880
C 0.495 -0.675 4.918 -0.574
C 1.550 -0.882 5.830 -0.152
C 2.666 -1.555 5.441 -0.610
Br 4.038 -1.847 6.714 0.787
C 2.807 -2.043 4.116 -0.175
C 3.913 -2.784 3.645 -0.023
C 3.932 -3.220 2.353 -0.019
C 2.863 -2.880 1.500 -0.095
N 1.828 -2.183 1.899 0.082
C 1.765 -1.787 3.199 -0.152
C 0.577 -1.127 3.628 -0.342
O -0.428 -0.974 2.739 -0.257
H 1.449 -0.517 6.842 0.097
H 4.728 -3.004 4.321 0.080
H 4.757 -3.799 1.965 0.112
H 2.886 -3.186 0.458 0.096
C -1.308 -4.757 -1.162 -0.077
C -0.529 -4.984 -0.035 -0.075
C -0.648 -4.152 1.064 -0.099
C -1.549 -3.080 1.066 -0.283
C -2.320 -2.870 -0.079 -0.115
C -2.200 -3.699 -1.187 -0.078
Si -1.775 -1.964 2.535 0.639
C -2.086 -2.887 4.122 -0.271
C -1.156 -3.781 4.658 -0.090
C -1.393 -4.421 5.865 -0.076
C -2.574 -4.185 6.554 -0.083
C -3.514 -3.307 6.035 -0.084
C -3.266 -2.660 4.833 -0.122
H -1.201 -5.395 -2.030 0.108
H 0.181 -5.801 -0.021 0.107
H -0.026 -4.343 1.930 0.088
H -3.021 -2.043 -0.112 0.091
H -2.790 -3.505 -2.073 0.092
H -2.892 -1.044 2.241 0.045
H -0.224 -3.979 4.140 0.096
H -0.656 -5.104 6.269 0.104
H -2.760 -4.684 7.496 0.102
H -4.435 -3.118 6.571 0.103
H -3.998 -1.960 4.448 0.097

=====

92
Properties=species:S:1:pos:R:3:lowdin_charge:R:1 method="wB97M-V/def2-TZVPD" gap_ev=7.692 total_charge=+1 homo_energy_ev=-10.418 spin_multiplicity=1 lumo_energy_ev=-2.73
Pt 0.511 -0.784 1.007 0.567
Br 0.175 -1.024 3.429 1.008
C 1.408 -2.407 3.767 -0.551
C 1.490 -2.909 5.029 -0.108
C 2.434 -3.920 5.277 -0.063
C 3.221 -4.359 4.254 -0.019
C 3.113 -3.828 2.946 -0.158
C 3.922 -4.338 1.908 -0.026
C 3.762 -3.848 0.653 -0.057
C 2.825 -2.826 0.389 -0.153
C 2.015 -2.241 1.329 -0.234
C 2.174 -2.794 2.660 -0.228
H 0.849 -2.542 5.819 0.109
H 2.522 -4.340 6.269 0.113
H 3.948 -5.143 4.422 0.119
H 4.636 -5.120 2.130 0.119
H 4.353 -4.233 -0.167 0.113
H 2.767 -2.525 -0.636 0.046
C -2.453 4.382 -3.805 -0.035
C -2.254 2.962 -3.276 -0.417
C -2.994 1.967 -4.190 0.003
C -0.774 2.588 -3.232 -0.080
C 0.206 3.122 -4.052 0.006
C 1.526 2.686 -3.964 -0.043
C 1.889 1.732 -3.031 -0.072
C 0.931 1.187 -2.172 -0.241
P 1.484 -0.084 -0.965 0.973
C 3.041 0.691 -0.415 -0.358
C 3.009 2.058 -0.130 -0.094
C 4.112 2.686 0.425 -0.065
C 5.262 1.961 0.696 -0.066
C 5.301 0.603 0.415 -0.056
C 4.194 -0.034 -0.124 -0.087
C 1.818 -1.357 -2.224 -0.383
C 3.019 -1.428 -2.926 -0.092
C 3.187 -2.387 -3.914 -0.058
C 2.154 -3.263 -4.216 -0.065
C 0.949 -3.179 -3.533 -0.061
C 0.781 -2.230 -2.537 -0.087
C -0.371 1.604 -2.334 -0.200
O -1.301 0.977 -1.550 -0.020
C -2.257 1.827 -1.056 -0.230
C -2.617 1.606 0.262 -0.251
C -3.645 2.386 0.787 -0.045
C -4.239 3.358 -0.001 -0.048
C -3.806 3.585 -1.301 0.007
C -2.788 2.824 -1.859 -0.085
P -1.732 0.307 1.203 0.973
C -1.954 1.017 2.869 -0.485
C -1.032 1.984 3.267 -0.146
C -1.182 2.633 4.482 -0.064
C -2.246 2.311 5.314 -0.063
C -3.167 1.350 4.923 -0.060
C -3.028 0.710 3.700 -0.102
C -2.877 -1.105 1.040 -0.351
C -2.980 -2.113 1.999 -0.117
C -3.807 -3.204 1.785 -0.066
C -4.525 -3.316 0.604 -0.068
C -4.416 -2.329 -0.364 -0.064
C -3.600 -1.229 -0.147 -0.073
H -2.075 4.473 -4.822 0.083
H -1.948 5.118 -3.179 0.106
H -3.513 4.630 -3.849 0.084
H -2.591 2.014 -5.202 0.096
H -4.057 2.205 -4.224 0.096
H -2.883 0.944 -3.827 0.092
H -0.047 3.882 -4.777 0.114
H 2.274 3.106 -4.621 0.113
H 2.925 1.436 -2.956 0.110
H 2.125 2.642 -0.354 0.110
H 4.074 3.747 0.633 0.110
H 6.125 2.451 1.123 0.110
H 6.196 0.031 0.620 0.112
H 4.243 -1.095 -0.321 0.084
H 3.837 -0.762 -2.685 0.103
H 4.127 -2.452 -4.445 0.111
H 2.288 -4.012 -4.985 0.110
H 0.142 -3.859 -3.768 0.110
H -0.151 -2.184 -1.982 0.104
H -3.973 2.255 1.808 0.108
H -5.034 3.963 0.410 0.112
H -4.270 4.373 -1.877 0.115
H -0.190 2.226 2.626 0.105
H -0.465 3.385 4.782 0.112
H -2.359 2.812 6.265 0.111
H -4.000 1.102 5.566 0.112
H -3.758 -0.028 3.395 0.107
H -2.426 -2.052 2.926 0.068
H -3.887 -3.970 2.544 0.111
H -5.167 -4.171 0.438 0.110
H -4.973 -2.409 -1.288 0.110
H -3.535 -0.465 -0.909 0.100

=====

99
Properties=species:S:1:pos:R:3:lowdin_charge:R:1 method="wB97M-V/def2-TZVPD" gap_ev=3.533 total_charge=-2 homo_energy_ev=0.006 spin_multiplicity=1 lumo_energy_ev=3.54 e_above_lowest_ev=1.341
Cs 1.354 0.410 -0.291 1.203
C -2.329 0.961 4.121 -0.062
C -1.536 0.593 3.016 -0.160
N -0.662 1.385 2.448 0.113
C -0.529 2.652 2.916 -0.156
C -1.252 3.108 4.048 -0.182
C -2.170 2.210 4.641 -0.041
C -1.047 4.412 4.560 -0.096
C -0.138 5.228 3.938 -0.123
C 0.578 4.808 2.809 -0.055
C 0.403 3.541 2.240 -0.243
N 0.942 3.121 1.079 0.015
C 2.129 3.522 0.614 -0.314
C 3.230 3.954 1.376 -0.050
C 4.495 4.158 0.825 -0.116
C 4.749 3.975 -0.512 -0.091
C 3.681 3.581 -1.348 -0.177
C 3.863 3.369 -2.737 -0.031
C 2.807 3.017 -3.521 -0.067
C 1.543 2.885 -2.910 -0.182
N 1.334 3.054 -1.631 0.005
C 2.377 3.383 -0.823 -0.251
H -3.023 0.247 4.547 0.098
H -1.619 -0.409 2.608 0.085
H -2.734 2.537 5.509 0.105
H -1.606 4.735 5.431 0.088
H 0.035 6.231 4.314 0.088
H 1.260 5.500 2.332 0.096
H 3.101 4.076 2.444 0.096
H 5.302 4.453 1.488 0.093
H 5.737 4.111 -0.934 0.091
H 4.860 3.479 -3.151 0.108
H 2.920 2.827 -4.580 0.095
H 0.679 2.618 -3.513 0.101
C -6.977 0.953 -0.649 -0.065
N -6.042 0.779 -1.734 -0.142
C -5.979 1.532 -2.894 -0.064
C -4.957 1.057 -3.621 -0.054
N -4.377 0.022 -2.898 -0.008
C -5.058 -0.174 -1.722 -0.780
S -4.860 -1.347 -0.562 0.593
C -3.195 -0.655 -3.323 -0.301
C -3.097 -1.055 -4.646 -0.024
C -1.909 -1.655 -5.052 -0.066
C -0.895 -1.826 -4.132 -0.033
C -1.116 -1.382 -2.833 -0.089
N -2.241 -0.800 -2.425 0.152
H -7.784 1.602 -0.986 0.082
H -6.483 1.393 0.217 0.093
H -7.371 -0.019 -0.354 0.062
H -6.660 2.341 -3.086 0.110
H -4.540 1.385 -4.553 0.116
H -3.929 -0.931 -5.324 0.103
H -1.790 -1.988 -6.076 0.101
H 0.070 -2.271 -4.341 0.089
H -0.317 -1.483 -2.114 0.077
O 1.779 -2.671 -3.044 -0.070
C 2.307 -2.292 -1.970 -0.706
O 2.695 -1.124 -1.698 -0.421
C 2.480 -3.317 -0.866 -0.227
C 2.758 -4.645 -1.141 -0.044
C 2.996 -5.523 -0.102 -0.050
C 2.946 -5.096 1.237 -0.212
C 3.242 -5.922 2.355 -0.173
C 3.328 -5.324 3.633 -0.214
C 2.983 -4.037 3.903 -0.172
C 2.413 -3.149 2.818 -0.316
C 2.586 -3.721 1.414 -0.232
N 2.365 -2.886 0.404 0.138
H 2.788 -4.969 -2.174 0.100
H 3.243 -6.561 -0.309 0.094
H 3.573 -6.941 2.190 0.060
H 3.697 -5.929 4.459 0.084
H 3.082 -3.630 4.903 0.069
H 2.904 -2.164 2.825 0.102
C -2.180 -6.438 3.868 -0.118
C -2.642 -5.143 4.079 -0.112
C -1.783 -4.069 3.897 -0.122
C -0.453 -4.257 3.505 -0.249
C -0.009 -5.562 3.288 -0.062
C -0.866 -6.642 3.470 -0.089
Si 0.629 -2.750 3.197 0.756
C 0.570 -1.614 4.718 -0.254
C 0.024 -1.989 5.947 -0.098
C -0.029 -1.100 7.016 -0.106
C 0.469 0.187 6.877 -0.110
C 1.035 0.577 5.670 -0.091
C 1.086 -0.318 4.612 -0.109
H -2.846 -7.282 4.004 0.086
H -3.669 -4.971 4.378 0.089
H -2.158 -3.062 4.054 0.095
H 1.020 -5.749 2.982 0.071
H -0.498 -7.646 3.295 0.094
H -0.017 -1.977 2.103 0.014
H -0.370 -2.990 6.070 0.093
H -0.466 -1.416 7.957 0.089
H 0.415 0.888 7.702 0.091
H 1.413 1.585 5.545 0.104
H 1.505 0.016 3.669 0.101

=====

114
Properties=species:S:1:pos:R:3:lowdin_charge:R:1 method="wB97M-V/def2-TZVPD" gap_ev="6.487 / 6.489" total_charge=-2 homo_energy_ev="-2.919 / -2.920" spin_multiplicity=1 lumo_energy_ev="3.57 / 3.57" e_above_lowest_ev=0.006
La -0.738 1.540 -1.203 2.090
Br 5.984 -1.744 3.367 0.695
C 6.045 0.026 2.678 -0.704
C 5.072 0.941 3.045 -0.126
C 5.118 2.228 2.529 -0.029
C 6.140 2.627 1.662 -0.311
C 7.117 1.692 1.330 -0.051
C 7.069 0.393 1.821 -0.139
N 6.340 3.981 1.279 0.024
N 5.352 4.750 1.047 0.029
C 4.099 4.351 0.619 -0.270
C 3.088 5.266 0.968 -0.040
C 1.747 5.010 0.848 -0.013
C 1.279 3.777 0.317 -0.392
O 0.069 3.480 0.250 -0.121
C 2.326 2.838 -0.166 -0.158
N 1.878 1.685 -0.711 0.031
C 2.734 0.835 -1.236 -0.145
C 4.086 1.151 -1.380 -0.031
C 4.556 2.312 -0.823 -0.009
C 3.691 3.155 -0.090 -0.100
H 4.272 0.650 3.716 0.092
H 4.353 2.943 2.803 0.097
H 7.916 1.996 0.663 0.107
H 7.822 -0.330 1.537 0.093
H 3.429 6.192 1.421 0.105
H 1.001 5.728 1.166 0.109
H 2.322 -0.109 -1.576 0.092
H 4.744 0.484 -1.922 0.103
H 5.588 2.596 -0.960 0.109
C -5.114 -3.346 3.525 -0.067
O -6.058 -3.885 2.601 -0.089
C -5.566 -4.292 1.400 -0.291
C -6.490 -4.504 0.382 -0.010
C -6.057 -4.876 -0.879 -0.052
C -4.701 -4.997 -1.160 -0.303
C -3.791 -4.859 -0.126 -0.023
C -4.216 -4.516 1.154 -0.007
N -4.321 -5.418 -2.495 0.043
N -3.334 -4.940 -3.088 0.049
C -2.575 -3.785 -2.676 -0.245
C -1.229 -3.891 -2.944 -0.046
C -0.302 -2.904 -2.605 -0.028
C -0.704 -1.710 -2.009 -0.381
O 0.111 -0.735 -1.778 -0.248
C -2.126 -1.572 -1.720 -0.143
N -2.504 -0.409 -1.120 0.022
C -3.778 -0.153 -0.956 -0.125
C -4.777 -1.008 -1.451 -0.025
C -4.415 -2.182 -2.032 -0.003
C -3.049 -2.556 -2.114 -0.094
H -5.693 -2.885 4.319 0.090
H -4.485 -2.590 3.054 0.102
H -4.481 -4.127 3.951 0.090
H -7.543 -4.355 0.594 0.113
H -6.771 -5.030 -1.681 0.109
H -2.736 -5.010 -0.322 0.110
H -3.489 -4.407 1.947 0.087
H -0.893 -4.818 -3.399 0.104
H 0.755 -3.045 -2.803 0.108
H -4.036 0.767 -0.447 0.119
H -5.814 -0.707 -1.392 0.112
H -5.172 -2.817 -2.464 0.107
O -3.276 2.093 4.764 -0.320
S -2.375 1.017 4.445 0.605
O -2.551 -0.221 5.161 -0.328
N -2.307 0.757 2.850 -0.021
C -1.107 1.027 2.361 -0.493
O -0.775 0.882 1.158 -0.200
C -0.114 1.506 3.384 -0.118
C 1.208 1.865 3.206 0.009
C 1.924 2.299 4.316 -0.065
C 1.323 2.357 5.574 -0.075
C -0.005 1.987 5.748 -0.041
C -0.699 1.569 4.630 -0.213
H 1.664 1.815 2.223 0.103
H 2.957 2.604 4.205 0.077
H 1.900 2.701 6.425 0.098
H -0.482 2.028 6.720 0.115
O -1.755 1.189 -3.360 -0.578
Se -2.888 2.389 -3.101 0.754
O -2.579 3.630 -4.109 -0.472
O -2.562 2.838 -1.513 -0.633
O -4.398 1.809 -3.227 -0.469
N 1.610 -1.018 1.184 0.141
C 1.179 -2.308 1.388 -0.303
C 2.090 -3.339 1.658 -0.049
C 1.654 -4.650 1.793 -0.119
C 0.308 -4.970 1.669 -0.121
C -0.597 -3.940 1.423 -0.087
C -0.181 -2.628 1.284 -0.015
H 2.525 -0.766 1.515 0.087
H 0.929 -0.270 1.123 0.045
H 3.145 -3.100 1.757 0.086
H 2.381 -5.429 1.998 0.090
H -0.030 -5.995 1.764 0.086
H -1.654 -4.153 1.340 0.056
H -0.900 -1.834 1.103 0.108
C -0.008 5.084 -4.742 -0.012
N 0.331 3.662 -4.794 -0.032
C 0.113 2.925 -5.908 -0.051
C 0.298 1.591 -5.933 -0.004
C 0.692 0.985 -4.704 -0.388
N 0.900 1.691 -3.614 0.131
C 0.593 3.010 -3.595 -0.532
O 0.565 3.635 -2.529 -0.008
N 0.910 -0.348 -4.607 0.182
H 0.106 5.500 -5.742 0.085
H 0.665 5.578 -4.048 0.091
H -1.032 5.190 -4.391 0.075
H -0.226 3.478 -6.774 0.131
H 0.091 1.008 -6.817 0.104
H 0.443 -0.930 -5.282 0.105
H 0.854 -0.680 -3.642 0.062